A molecular structure, C16H21F3NO3PRhS2, computed with ωB97M-V/def2-TZVPD.

Summary:
LUMO level (alpha / beta): -1.699 / -2.112 eV
M: 530.4 g/mol
Charge: 0
Multiplicity: 2
⟨S²⟩: 0.947
Energy: -2450.548803 hartree

```
48
C16H21F3NO3PRhS2 ωB97M-V/def2-TZVPD
Rh -0.216 -0.155 -0.222
C 0.319 -5.118 1.513
C -0.792 -4.301 2.148
O -0.400 -2.934 2.250
P -1.100 -1.778 1.385
S -0.575 -0.101 2.421
S -2.074 -0.290 -1.519
O -2.634 -2.170 1.767
C -3.827 -1.536 1.352
C -3.932 -0.100 1.839
H 0.065 -6.174 1.520
H 1.236 -4.970 2.076
H 0.491 -4.794 0.490
H -0.980 -4.632 3.172
H -1.725 -4.376 1.584
H -4.616 -2.153 1.796
H -3.912 -1.568 0.260
H -3.591 -0.034 2.872
H -4.966 0.228 1.784
H -3.314 0.547 1.220
C -2.054 3.217 -1.748
N -2.204 3.273 -0.313
C -3.394 3.889 0.206
C -1.298 2.697 0.472
O -0.287 2.130 0.060
H -2.524 4.088 -2.200
H -2.505 2.299 -2.140
H -0.993 3.199 -1.988
H -3.336 4.975 0.111
H -3.524 3.637 1.256
H -4.263 3.536 -0.352
H -1.505 2.790 1.548
F 8.310 2.415 -3.345
C 8.155 1.174 -2.860
F 9.072 1.034 -1.883
F 8.535 0.336 -3.844
C 6.760 0.888 -2.394
C 6.472 -0.385 -1.911
C 5.184 -0.693 -1.528
C 4.172 0.271 -1.628
C 4.484 1.556 -2.088
C 5.772 1.863 -2.467
C 2.839 -0.021 -1.273
C 1.671 -0.257 -0.978
H 7.254 -1.128 -1.847
H 4.952 -1.679 -1.156
H 3.710 2.308 -2.141
H 6.014 2.851 -2.828
```

---

A molecular structure, C16H21F6N2O3PPr, computed with ωB97M-V/def2-TZVPD.

Summary:
LUMO level (alpha / beta): -5.675 / -8.983 eV
M: 575.2 g/mol
Charge: +2
Multiplicity: 4
⟨S²⟩: 3.785
Energy: -2414.723642 hartree
Energy above the lowest of the compared OMol25 structures with the same formula, charge and spin: 1.1489 eV

```
50
C16H21F6N2O3PPr ωB97M-V/def2-TZVPD
Pr 0.466 -0.354 0.196
C -2.785 2.579 -0.875
N -1.507 3.177 -0.530
C -1.536 4.532 -0.010
C -0.415 2.450 -0.636
O -0.425 1.277 -1.089
C 0.946 2.963 -0.149
O 1.385 2.016 0.851
C 2.809 1.887 0.895
C 3.242 0.977 -0.277
O 2.320 0.466 -0.948
N 4.522 0.774 -0.529
C 4.903 -0.099 -1.620
C 5.596 1.397 0.208
H -3.396 2.487 0.024
H -2.617 1.590 -1.301
H -3.307 3.200 -1.599
H -2.559 4.900 -0.057
H -0.910 5.196 -0.604
H -1.214 4.558 1.033
H 0.925 3.966 0.287
H 1.619 2.935 -1.016
H 3.034 1.415 1.864
H 3.282 2.874 0.842
H 4.035 -0.298 -2.245
H 5.278 -1.043 -1.225
H 5.690 0.364 -2.214
H 5.318 1.589 1.240
H 5.883 2.341 -0.262
H 6.462 0.739 0.200
F 2.149 -1.114 1.220
P 1.985 -2.784 0.540
F 2.473 -3.311 1.916
F 3.400 -2.551 -0.096
F 1.309 -1.980 -0.852
F 1.649 -4.149 -0.111
F 0.412 -2.578 1.125
C -1.877 -0.838 0.656
C -2.839 -1.607 0.578
C -3.846 -2.572 0.518
C -4.508 -3.007 1.695
C -5.564 -3.879 1.593
C -5.949 -4.373 0.340
C -5.295 -3.956 -0.827
C -4.235 -3.088 -0.747
H -4.181 -2.637 2.654
H -6.082 -4.200 2.484
H -6.739 -5.110 0.278
H -5.608 -4.341 -1.785
H -3.700 -2.776 -1.632
```

---

A molecular structure, C16H21GdS5, computed with ωB97M-V/def2-TZVPD.

Summary:
LUMO level (alpha / beta): -0.715 / -1.227 eV
M: 530.9 g/mol
Charge: 0
Multiplicity: 8
⟨S²⟩: 16.196
Energy: -3378.800081 hartree

```
43
C16H21GdS5 ωB97M-V/def2-TZVPD
Gd 2.850 1.827 -1.541
C -0.780 0.290 -3.938
C -1.471 1.235 -2.983
S -0.331 2.628 -2.590
C -1.439 3.528 -1.424
C -0.655 4.561 -0.639
S 0.840 3.916 0.202
C 0.150 2.459 1.089
C 1.212 1.795 1.942
S 2.439 0.843 0.981
C 1.862 -1.646 -1.403
C 0.736 -0.719 -1.869
S 1.034 0.063 -3.513
H -0.749 0.704 -4.943
H -1.272 -0.680 -3.959
H -1.727 0.749 -2.040
H -2.368 1.670 -3.426
H -1.906 2.794 -0.765
H -2.216 4.023 -2.009
H -1.285 5.017 0.127
H -0.277 5.337 -1.304
H -0.219 1.742 0.349
H -0.673 2.833 1.701
H 0.731 1.066 2.598
H 1.739 2.528 2.554
H 2.050 -2.414 -2.157
H 2.803 -1.074 -1.250
H 0.600 0.087 -1.119
H -0.184 -1.297 -1.968
C 1.412 -2.241 -0.162
C 0.913 -2.655 0.851
C 0.193 -3.095 1.987
C 0.809 -3.583 3.137
C 0.038 -3.982 4.215
C -1.342 -3.891 4.165
C -1.961 -3.416 3.021
C -1.202 -3.018 1.940
H 1.886 -3.643 3.186
H 0.514 -4.365 5.107
H -1.935 -4.193 5.015
H -3.039 -3.355 2.977
H -1.673 -2.637 1.047
S 3.894 0.211 -3.187
```

---

A single C16H21N3O2S molecule, computed with ωB97M-V/def2-TZVPD.

Summary:
LUMO level: 0.275 eV
M: 319.4 g/mol
SMILES string: COc1ccc(/C=C/C(=O)NC(=S)N2CCN(C)CC2)cc1
Charge: 0
Energy: -1335.198673 hartree
Energy above the lowest of the compared OMol25 structures with the same formula, charge and spin: 2.2558 eV

```
43
C16H21N3O2S ωB97M-V/def2-TZVPD
C 2.866 4.168 -4.955
H 3.289 4.478 -5.909
O 2.015 3.086 -5.250
C 1.349 2.482 -4.233
C 1.423 2.854 -2.894
C 0.693 2.162 -1.948
C -0.126 1.086 -2.292
C -0.190 0.724 -3.643
C 0.530 1.407 -4.592
H 0.484 1.129 -5.633
H -0.810 -0.104 -3.949
C -0.848 0.393 -1.247
C -1.665 -0.657 -1.397
C -2.420 -1.262 -0.298
O -3.566 -1.644 -0.401
N -1.812 -1.305 0.950
C -0.457 -1.377 1.255
N -0.095 -0.849 2.439
C 1.193 -1.130 3.035
H 1.817 -1.636 2.298
C 0.986 -2.021 4.272
N 0.067 -1.456 5.240
C 0.633 -0.409 6.062
H 0.938 0.492 5.511
H 1.507 -0.807 6.575
H -0.102 -0.120 6.812
C -1.185 -1.109 4.604
H -1.664 -2.042 4.289
C -0.993 -0.202 3.372
H -1.946 0.033 2.900
H -0.529 0.740 3.684
H -1.833 -0.616 5.331
H 0.574 -2.980 3.943
H 1.945 -2.207 4.758
H 1.667 -0.184 3.317
S 0.621 -2.098 0.235
H -2.455 -1.608 1.675
H -1.908 -1.057 -2.369
H -0.686 0.788 -0.250
H 0.765 2.461 -0.911
H 2.045 3.677 -2.579
H 3.675 3.870 -4.281
H 2.313 5.004 -4.515
```

---

- Among the records above, which one has the highest charge?
  C16H21F6N2O3PPr